88
Properties=species:S:1:pos:R:3:forces:R:3 method="wB97M-V/def2-TZVPD" charge=0 de_lowest_kj_mol=123.2 spin_multiplicity=8 homo_energy_ev="-5.581 / -6.565" gap_ev="5.57 / 6.55"
Eu 10.42787 11.28604 8.96130 -0.2 -0.1 0.0
C 10.23116 7.98671 12.21070 -0.5 0.4 -0.4
C 9.54671 8.57083 13.29240 1.2 0.0 -1.3
C 8.77116 9.68292 13.00759 -0.1 -0.8 2.6
C 8.63965 10.19385 11.77457 0.3 0.3 -1.5
N 9.21856 9.60144 10.73647 1.1 -1.1 -0.9
C 10.00479 8.51985 10.92222 -1.2 0.3 1.4
C 7.91631 11.45658 11.48069 -0.3 -0.5 0.2
C 7.19068 12.16464 12.43931 1.2 -0.2 0.1
C 6.50871 13.26409 11.99561 -1.4 1.4 -0.6
C 6.52399 13.64087 10.64046 -0.5 0.3 1.5
C 7.32533 12.89130 9.84202 -0.7 0.6 -3.3
N 7.94128 11.81668 10.21458 1.3 -1.0 0.5
C 7.38061 13.12266 8.32704 1.5 -0.6 1.6
C 6.65180 14.08182 7.73356 -1.1 1.2 -1.6
C 6.66605 14.20850 6.33265 -1.3 0.3 0.2
C 7.40618 13.31064 5.62517 0.0 0.2 -0.1
C 8.23379 12.47693 6.32027 1.1 -1.0 0.4
N 8.26268 12.38465 7.64522 -0.1 -0.3 -0.3
H 10.93344 7.16045 12.26509 -0.2 0.1 0.4
H 9.73197 8.32560 14.33186 -0.1 -0.4 -0.2
H 8.29298 10.12396 13.85928 -0.3 0.4 0.2
H 10.42409 8.03737 10.04584 0.0 0.3 0.1
H 7.34079 11.89397 13.48057 -0.6 0.2 -0.1
H 5.84687 13.87162 12.61470 0.4 -0.3 0.3
H 5.89580 14.44795 10.24122 0.5 -0.4 0.5
H 6.02304 14.69804 8.33144 -0.4 0.5 0.1
H 6.00308 14.88861 5.77034 0.4 -0.1 0.7
H 7.39175 13.19836 4.56779 -0.1 0.4 -0.7
H 8.92538 11.84969 5.76651 0.1 -0.1 0.3
S 13.85041 12.48605 8.46222 -0.4 -0.7 0.2
C 13.56122 13.65046 7.34052 1.2 0.7 0.1
N 14.36123 13.84560 6.28400 -0.4 1.5 -1.2
C 14.21582 15.14472 5.58312 0.7 0.6 1.3
C 14.04859 16.28578 6.59611 2.4 -2.1 1.8
N 13.04181 16.03903 7.60528 -0.5 -1.3 -0.1
C 12.37230 17.15018 8.30741 -0.3 -1.6 0.0
C 12.88579 17.28952 9.72674 -0.2 2.2 -0.2
C 12.98329 16.21810 10.55660 0.7 -1.6 0.6
C 13.53124 16.30513 11.83878 -0.3 0.1 -0.4
C 13.90521 17.57230 12.26519 0.8 -1.8 2.8
C 13.77706 18.68210 11.50229 -0.2 0.6 -1.4
C 13.27168 18.55504 10.22871 -0.1 -1.3 -0.6
C 12.56684 14.75757 7.68983 0.0 0.0 -1.0
S 11.02326 14.31660 8.02349 -0.2 0.2 0.3
C 15.46411 12.96611 5.83161 -0.5 0.6 -0.3
C 16.80549 13.35044 6.40049 0.1 0.1 -1.2
C 17.63949 14.15501 5.62253 0.1 -0.1 0.4
C 18.90626 14.51181 6.06962 -0.3 -0.2 -1.4
C 19.36710 14.01560 7.24784 1.0 0.9 1.9
C 18.53958 13.20374 8.00182 0.5 -1.1 1.5
C 17.29615 12.80860 7.56779 -0.8 -0.3 -0.1
H 13.40390 15.23519 4.91836 -1.5 -0.8 -0.7
H 15.05633 15.41387 4.93142 0.3 -0.5 0.6
H 13.88354 17.12719 6.05898 -1.4 2.8 -1.7
H 15.02195 16.53649 7.05617 -0.1 -0.5 0.2
H 11.28670 16.90573 8.26496 0.6 0.4 0.2
H 12.58558 18.01138 7.72346 0.0 1.0 -0.3
H 12.77887 15.24890 10.14154 -0.3 -0.4 0.1
H 13.68137 15.40604 12.47380 -0.2 0.8 -0.6
H 14.35953 17.58641 13.27215 -0.2 0.4 -0.6
H 14.15121 19.65468 11.72909 0.2 0.4 0.8
H 13.32265 19.41191 9.59689 -0.3 0.5 -0.5
H 15.52879 13.11326 4.72364 -0.3 -0.5 0.9
H 15.16634 11.96868 6.12610 0.1 -0.3 -0.3
H 17.33336 14.43430 4.62954 -0.2 0.2 -0.2
H 19.56446 15.06100 5.41847 0.0 0.3 -0.1
H 20.32806 14.40124 7.68096 -0.9 -0.8 -0.6
H 18.86958 12.78477 8.96804 0.1 0.4 -0.6
H 16.65134 12.05810 8.04298 0.6 0.5 0.3
C 11.57244 7.43619 6.86034 -2.1 1.3 0.2
C 12.23064 8.73355 7.18050 0.8 0.6 1.8
C 13.73601 8.60904 7.02189 -0.6 -0.7 0.7
O 11.85490 9.07995 8.62614 1.0 -0.2 -0.9
C 11.73560 9.89549 6.27696 -0.3 0.0 0.4
O 12.40182 10.12074 5.27063 -0.3 0.2 -0.1
O 10.67936 10.47887 6.69561 0.3 0.0 -0.4
H 11.90796 6.63312 7.43954 0.7 -1.2 1.0
H 11.71381 7.22775 5.84372 0.3 -0.4 -1.6
H 10.48242 7.53391 7.00787 0.3 0.0 0.0
H 14.24154 7.87906 7.64973 -0.3 -0.4 0.2
H 14.24008 9.51214 7.13882 0.6 1.9 0.5
H 13.89806 8.39412 6.00445 0.3 -0.7 -1.3
H 12.64379 9.01477 9.20667 -0.5 0.1 -0.7
Cl 11.92668 11.11558 11.66062 0.5 -0.6 0.0
C 11.33206 12.71792 10.93594 0.1 1.1 1.1
H 12.28419 13.29401 10.81697 -0.7 -0.4 0.1
H 10.84063 13.12325 11.86073 0.2 0.1 -0.8